Entry from the Open Molecules 2025 dataset: a molecular structure, C12H8AgI2NO4STe in a non-equilibrium geometry (ωB97M-V/def2-TZVPD).

Its max |F| is 1.12 eV/Å. As for the HOMO-LUMO gap: 5.412 eV. The LUMO energy comes out at 0.1535 Eh. The total energy comes out at -60584.1025 eV. Its charge is -2.

Structure (XYZ):
```
30
Properties=species:S:1:pos:R:3:forces:R:3:nbo_charge:R:1
Ag -1.397524 0.098836 1.431905 0.07 -0.10 0.17 0.79
O -0.673885 -1.745442 -2.522174 -0.02 -0.84 -0.37 -0.72
C -1.189624 -1.508816 -1.424226 -0.05 -0.06 -0.38 0.73
O -1.681647 -0.407166 -1.083036 -0.49 0.23 0.34 -0.78
C -1.106171 -2.575165 -0.348190 0.25 -0.10 -0.06 0.12
C -1.153300 -3.939661 -0.604267 -0.03 0.01 -0.08 -0.25
C -0.862076 -4.821538 0.425640 -0.05 0.13 0.03 -0.19
C -0.511984 -4.309527 1.663948 0.07 0.02 0.09 -0.24
C -0.511443 -2.930454 1.844448 0.20 0.04 0.30 0.12
N -0.823082 -2.099014 0.859661 -0.13 -0.21 0.01 -0.48
C -0.076482 -2.277932 3.182668 -0.19 0.03 -0.22 0.73
O 0.491806 -3.028538 3.982686 0.23 -0.59 0.33 -0.75
O -0.331664 -1.064529 3.309577 -0.13 0.35 -0.07 -0.77
H -1.398183 -4.287129 -1.597073 0.07 0.05 -0.10 0.22
H -0.879952 -5.893482 0.253531 -0.03 0.04 0.02 0.19
H -0.218517 -4.931287 2.497261 0.00 -0.01 0.03 0.23
I -3.445597 1.585079 2.790437 0.10 0.30 -0.02 -0.10
C -2.199104 3.341898 2.351836 0.27 -0.12 -0.39 -0.92
I -0.781746 2.509058 0.016612 -0.63 0.46 0.80 -0.08
H -1.559986 3.421393 3.232697 -0.04 -0.03 0.16 0.15
H -2.901622 4.177798 2.348263 -0.14 0.02 0.04 0.15
Te 0.132360 1.107408 -2.123002 0.28 0.12 -0.44 0.38
C 1.613438 2.598000 -2.481969 0.27 0.04 -0.54 -0.50
C 2.396944 3.295282 -1.609674 -0.18 -0.19 0.21 -0.33
C 3.369174 4.117143 -2.218982 0.16 0.21 -0.16 -0.26
C 3.331794 4.062371 -3.574411 -0.21 -0.23 -0.42 -0.47
S 2.092809 2.976839 -4.111952 0.15 0.28 0.62 0.38
H 2.276570 3.215731 -0.540945 -0.04 -0.05 0.10 0.23
H 4.068850 4.718218 -1.659581 0.09 0.13 0.02 0.20
H 3.929846 4.594624 -4.291688 0.17 0.07 -0.04 0.21
```
Positions in Å, forces in eV/Å.


Entry from the Open Molecules 2025 dataset: a molecular structure, C12H8Cl18Cr2O4 in a non-equilibrium geometry (ωB97M-V/def2-TZVPD).

The multiplicity is 9. Its max |F| is 3.29 eV/Å. As for the HOMO-LUMO gap (alpha / beta): 5.737 / 6.502 eV. The LUMO energy (alpha / beta) comes out at -0.3343 / -0.3062 Eh. The total energy comes out at -302991.4140 eV. Its charge is +2.

Structure (XYZ):
```
44
Properties=species:S:1:pos:R:3:forces:R:3:nbo_charge:R:1
Cr -1.745348 19.380741 19.294576 0.17 -1.16 1.25 1.61
Cr 0.609109 13.541927 23.994551 -0.67 2.51 -2.02 1.64
C -0.472854 15.590979 20.460530 -0.41 1.09 -0.87 -0.44
C -0.854981 16.932947 20.276510 0.87 -1.10 1.54 0.46
C -0.724814 17.930398 21.460941 -0.16 -1.94 -0.08 0.56
O -1.209538 19.063196 21.197063 0.17 1.00 -0.64 -0.72
C -0.186104 17.467490 22.670405 -0.78 1.08 -0.99 -0.51
C 0.039106 16.111536 22.840881 1.14 0.90 0.90 0.52
C -0.112556 15.143103 21.707381 -0.12 -0.98 -0.83 0.41
O 0.148502 13.890274 21.864444 0.53 0.40 2.90 -0.71
O 0.552975 15.707242 23.945930 -0.44 -2.52 -0.35 -0.73
O -1.300698 17.420457 19.207977 -0.46 1.32 -0.78 -0.70
H -0.464823 14.898722 19.630533 -0.17 0.00 -0.02 0.28
H -0.015940 18.201422 23.444872 -0.03 -0.22 0.23 0.26
C -4.001460 12.607756 18.908343 -0.76 -0.02 0.00 -0.29
Cl -4.868665 12.158382 20.394693 0.26 0.11 -0.13 0.02
Cl -4.389116 11.470593 17.620213 0.28 0.16 0.15 0.06
Cl -2.273513 12.771661 19.193875 0.25 -0.20 0.02 -0.01
H -4.360523 13.586179 18.612912 -0.04 -0.08 -0.02 0.22
C 2.704943 12.810126 19.176341 0.40 0.23 -0.97 -0.27
Cl 4.098254 13.354249 18.196086 -0.38 0.02 0.43 0.03
Cl 3.041613 11.176073 19.755515 -0.50 0.39 0.03 0.04
Cl 1.229479 12.962102 18.169428 0.18 -0.38 0.36 0.00
H 2.549411 13.506968 19.989678 0.24 -0.21 0.18 0.21
C -5.246212 21.227324 22.466301 -0.41 -0.15 -0.60 -0.27
Cl -6.511088 20.005545 22.259677 0.11 0.41 0.35 0.05
Cl -5.649739 22.734496 21.682071 0.03 -0.02 -0.14 0.07
Cl -3.741674 20.504838 21.783573 0.30 0.17 -0.01 -0.09
H -5.056863 21.472430 23.505280 0.05 -0.46 0.06 0.25
C 2.867723 18.427514 24.510435 -0.36 0.11 0.40 -0.30
Cl 3.724841 16.969115 24.977151 0.15 -0.36 -0.09 0.02
Cl 3.169509 18.880339 22.850635 0.24 0.08 -0.46 0.02
Cl 3.261818 19.722825 25.630865 -0.13 0.05 -0.12 0.06
H 1.806084 18.212741 24.558857 0.09 0.04 0.31 0.20
C -2.431681 21.413337 25.617576 -0.02 0.22 -0.86 -0.26
Cl -1.883712 20.054498 24.575984 -0.04 -0.07 0.33 -0.05
Cl -4.120570 21.213293 26.071730 0.31 -0.14 0.16 0.05
Cl -2.245469 22.918387 24.683185 0.06 -0.32 0.42 0.03
H -1.771717 21.406694 26.476135 -0.22 0.21 0.11 0.25
C -2.672652 16.501285 25.570290 0.27 0.36 -0.75 -0.28
Cl -3.495602 16.631001 23.985137 -0.06 0.15 0.42 0.00
Cl -2.247948 14.777893 25.786599 -0.01 -0.11 0.40 -0.03
Cl -3.553349 17.225547 26.891584 0.01 -0.48 -0.28 0.10
H -1.740268 17.044140 25.465221 0.01 -0.07 0.07 0.22
```
Positions in Å, forces in eV/Å.


Entry from the Open Molecules 2025 dataset: a molecular structure, C12H8N2NaO4S5Se (ωB97M-V/def2-TZVPD).

Its max |F| is 0.39 eV/Å. As for the HOMO-LUMO gap: 6.275 eV. The LUMO energy comes out at 0.0683 Eh. The total energy comes out at -147688.1113 eV. Its charge is -1.

Structure (XYZ):
```
33
Properties=species:S:1:pos:R:3:forces:R:3:nbo_charge:R:1
Na 0.477288 1.327832 -1.707415 0.01 -0.39 -0.06 0.91
O 0.988887 1.978733 2.639886 -0.01 -0.01 0.01 -0.67
C 0.620512 1.769607 1.366604 0.02 0.01 0.00 0.79
O 1.377879 1.891548 0.440022 0.01 0.11 0.11 -0.60
C -0.818747 1.376666 1.232300 0.00 0.00 0.03 0.10
C -1.687620 1.284663 2.309275 -0.01 -0.01 -0.02 -0.18
C -2.990715 0.901070 2.048208 0.01 0.00 -0.03 -0.16
C -3.371808 0.637992 0.742081 -0.01 -0.02 0.06 -0.20
C -2.426321 0.774525 -0.264347 0.00 -0.03 -0.02 0.10
N -1.180611 1.124768 -0.009960 0.02 0.04 0.01 -0.38
C -2.683133 0.524820 -1.732042 0.01 0.05 -0.07 0.78
O -3.966740 0.381168 -2.112416 0.00 -0.02 0.01 -0.66
O -1.800990 0.444811 -2.536072 0.01 0.01 0.06 -0.55
H 1.926259 2.218543 2.616736 0.02 0.01 0.00 0.50
H -1.346504 1.503033 3.309323 0.00 0.00 0.01 0.24
H -3.707073 0.807227 2.852801 0.00 0.00 0.01 0.22
H -4.386772 0.319845 0.541555 0.00 -0.01 -0.01 0.21
H -4.560467 0.619938 -1.392613 -0.01 0.05 0.00 0.48
C 4.085980 -0.738123 0.070407 -0.02 -0.02 0.02 -0.74
S 3.693274 -1.352873 -1.584622 0.03 0.00 -0.02 0.25
C 2.726928 -2.753728 -1.182395 -0.10 -0.01 -0.02 -0.53
C 1.474503 -2.710034 -0.649151 0.16 0.05 -0.03 -0.33
S 0.552575 -1.342619 -0.187414 -0.12 -0.09 -0.05 -0.45
S 0.775243 -4.305318 -0.400957 0.01 0.01 0.03 0.46
C 2.076360 -5.283469 -0.976521 -0.02 0.06 0.00 -0.57
S 2.040398 -6.937065 -1.017824 0.00 -0.03 0.00 -0.17
S 3.408791 -4.336644 -1.495480 0.01 0.03 0.00 0.46
H 4.649502 0.185412 -0.054354 0.01 0.03 -0.02 0.22
H 4.686941 -1.462369 0.616902 0.00 -0.01 0.00 0.21
H 3.155853 -0.530758 0.596735 -0.01 0.00 0.02 0.24
Se -2.408705 4.415085 -0.379654 -0.03 -0.05 0.04 -0.42
C -1.106116 3.814510 -1.486235 -0.13 0.29 -0.05 0.08
N -0.274848 3.451203 -2.213365 0.12 -0.06 -0.02 -0.62
```
Positions in Å, forces in eV/Å.


Entry from the Open Molecules 2025 dataset: a molecular structure, C12H8N5PdS4 (ωB97M-V/def2-TZVPD).

Its max |F| is 0.37 eV/Å. As for the HOMO-LUMO gap: 4.615 eV. The LUMO energy comes out at 0.0367 Eh. The total energy comes out at -66846.3079 eV. Its charge is -1.

Structure (XYZ):
```
30
Properties=species:S:1:pos:R:3:forces:R:3:nbo_charge:R:1
Pd -0.085677 -0.103922 -0.205120 0.22 -0.06 -0.09 0.58
C -0.011424 4.952887 -1.269873 -0.19 0.01 -0.02 -0.73
S 0.662368 3.892331 -2.569622 0.19 -0.05 0.03 0.24
C 0.622325 2.328934 -1.723502 -0.02 0.05 0.06 -0.09
S -0.874059 1.852759 -1.040301 -0.03 -0.02 -0.06 0.01
N 1.777957 1.705864 -1.691430 -0.06 -0.06 -0.06 -0.41
N 1.655345 0.519868 -1.027971 -0.21 0.17 0.08 -0.22
C 2.670578 -0.246112 -0.893238 0.12 -0.08 -0.01 0.02
C 2.473577 -1.487712 -0.144325 0.00 0.08 -0.02 0.16
C 3.496327 -2.394439 0.074868 0.11 -0.09 0.02 -0.23
C 3.231118 -3.545774 0.802747 0.06 0.03 -0.03 -0.15
C 1.954901 -3.755707 1.289082 -0.05 0.00 0.01 -0.26
C 0.977662 -2.804756 1.027749 -0.03 0.02 0.00 0.08
N 1.230411 -1.705657 0.331966 -0.11 -0.03 -0.04 -0.44
H 0.048743 5.968648 -1.658830 0.00 0.00 0.01 0.22
H 0.592982 4.872508 -0.369216 -0.01 0.00 -0.01 0.22
H -1.046991 4.705242 -1.048174 0.04 0.01 0.00 0.24
H 3.636108 0.022196 -1.311503 -0.03 0.00 -0.01 0.20
H 4.483149 -2.194291 -0.322029 -0.02 0.00 0.01 0.22
H 4.016712 -4.268028 0.985473 -0.01 0.01 0.00 0.22
H 1.702168 -4.636573 1.861759 0.01 0.00 -0.01 0.23
H -0.044948 -2.910879 1.375519 0.00 0.00 0.01 0.25
S -1.822424 -1.200951 0.724606 -0.17 -0.02 0.33 -0.20
C -3.457096 -0.557817 0.804464 0.18 -0.04 -0.21 -0.40
C -4.437338 -1.549570 0.504953 -0.07 0.04 -0.20 0.29
N -5.193400 -2.388528 0.260769 0.05 0.05 0.06 -0.40
C -3.819621 0.714746 1.181789 -0.03 -0.03 0.18 -0.25
S -2.825413 1.992959 1.674372 0.06 0.01 0.01 -0.30
C -5.244548 0.987964 1.181975 -0.03 0.00 -0.01 0.29
N -6.369492 1.233810 1.193042 0.04 0.00 0.00 -0.37
```
Positions in Å, forces in eV/Å.


Entry from the Open Molecules 2025 dataset: a molecular structure, C12H9BaNO2 in a non-equilibrium geometry (ωB97M-V/def2-TZVPD).

Its max |F| is 8.79 eV/Å. As for the HOMO-LUMO gap: 6.653 eV. The LUMO energy comes out at -0.3066 Eh. The total energy comes out at -18838.3283 eV. Its charge is +2.

Structure (XYZ):
```
25
Properties=species:S:1:pos:R:3:forces:R:3:mulliken_charge:R:1
N 1.556451 -0.104802 3.441325 -5.90 3.17 1.53 -0.50
C 0.426873 0.692384 3.634129 3.14 -1.54 -1.23 -0.01
C 0.216302 2.076698 2.722470 0.59 -0.80 -0.63 -0.73
C -0.230463 1.521540 1.214986 -2.08 -0.26 -0.98 0.31
C -1.635157 1.385598 0.743198 3.70 -0.37 -0.18 -0.54
C -1.946570 0.766836 -0.778194 -2.66 1.37 0.10 0.30
O -3.129578 1.057757 -1.355732 5.76 -3.05 2.31 -0.62
C -0.801438 -0.205560 -1.457117 2.57 -1.52 -0.93 1.11
C -1.091238 -1.323333 -2.643029 3.92 0.34 1.74 -0.67
C 0.171672 -2.255599 -3.209667 0.87 1.95 2.21 -0.47
C 1.729227 -2.105390 -2.636577 -3.34 3.16 2.11 -0.41
C 2.027120 -0.950947 -1.469704 -3.89 -0.92 -1.90 -0.31
C 0.752382 -0.057896 -0.918643 -0.41 -1.52 -1.63 0.11
C 1.035690 1.075515 0.232050 4.51 1.80 0.87 0.42
O 2.260096 1.593398 0.397193 -7.99 -3.47 -1.15 -0.46
H 1.404103 -0.897216 4.112929 0.38 0.68 -0.65 0.26
H -0.442576 0.439339 4.375173 1.74 0.46 -1.35 0.31
H 1.242600 2.664355 2.632293 -2.13 -1.52 0.01 0.30
H -0.556593 2.821105 3.189919 1.23 -1.75 -1.03 0.39
H -2.493022 1.724237 1.470056 1.60 -0.70 -2.02 0.34
H -2.197552 -1.448313 -3.069407 5.27 0.94 -0.11 0.00
H -0.014618 -3.067310 -4.053752 0.33 1.98 2.00 0.28
H 2.633408 -2.763145 -3.000872 -2.25 1.36 0.60 0.36
H 3.137076 -0.796188 -1.060671 -2.85 -0.21 -0.86 0.39
Ba -4.054195 -1.843063 -2.512356 -2.12 0.43 1.18 1.83
```
Positions in Å, forces in eV/Å.


Entry from the Open Molecules 2025 dataset: a molecular structure, C12H9BrClCoF6N2O4Sb (ωB97M-V/def2-TZVPD).

The multiplicity is 2. Its max |F| is 0.92 eV/Å. As for the HOMO-LUMO gap (alpha / beta): 7.556 / 6.448 eV. The LUMO energy (alpha / beta) comes out at -0.3348 / -0.4050 Eh. The total energy comes out at -166770.4794 eV. Its charge is +2.

Structure (XYZ):
```
37
Properties=species:S:1:pos:R:3:forces:R:3:nbo_charge:R:1
Co 1.029084 0.566618 -0.356429 -0.27 0.15 -0.85 1.42
O 3.072397 1.491154 -3.077268 -0.20 0.08 0.34 -0.66
Cl 2.208993 2.002369 -2.101563 0.46 0.23 0.10 2.48
O 1.951727 3.375973 -2.147791 0.01 -0.48 -0.01 -0.65
O 2.642618 1.561262 -0.698587 -0.27 0.64 -0.08 -0.79
O 0.882980 1.209047 -2.100559 0.28 -0.26 -0.28 -0.79
Br -5.996047 1.763991 0.038254 -0.36 0.16 0.06 0.51
C -4.359964 1.058924 -0.188796 0.29 -0.18 -0.03 -0.04
C -3.233178 1.916743 -0.292738 -0.04 -0.03 0.02 -0.15
C -1.995227 1.365147 -0.431653 0.11 -0.03 -0.01 -0.11
C -1.838715 -0.034528 -0.458331 0.11 -0.16 -0.08 0.26
C -2.968358 -0.890496 -0.403363 0.12 0.01 0.01 -0.20
C -4.210903 -0.359711 -0.262155 -0.02 0.14 0.00 -0.15
N -0.519656 -0.541011 -0.537704 -0.74 0.26 0.48 -0.43
C -0.232439 -1.795621 -0.529311 -0.05 -0.16 -0.03 0.25
C 1.168476 -2.129763 -0.545020 -0.08 0.10 -0.01 0.07
C 1.674039 -3.403139 -0.634344 0.16 -0.11 0.05 -0.12
C 3.063944 -3.562302 -0.640874 -0.08 -0.07 0.01 -0.10
C 3.866400 -2.448193 -0.541246 0.03 0.03 0.02 -0.17
C 3.290265 -1.177685 -0.452913 -0.10 -0.04 0.05 0.11
N 1.970922 -1.036539 -0.466344 0.23 -0.06 -0.08 -0.35
H -3.361444 2.988990 -0.236345 -0.01 0.00 -0.01 0.28
H -1.138854 2.020796 -0.495178 0.01 0.04 0.04 0.24
H -2.869634 -1.963999 -0.463888 -0.02 0.00 0.03 0.24
H -5.085048 -0.993184 -0.201289 -0.01 0.01 0.00 0.27
H -0.979702 -2.578775 -0.490139 -0.01 -0.01 -0.10 0.24
H 1.007969 -4.253857 -0.691114 0.00 0.01 -0.01 0.27
H 3.498633 -4.550116 -0.714282 0.00 0.00 0.00 0.27
H 4.944178 -2.531165 -0.529198 0.01 0.01 0.00 0.28
H 3.888999 -0.284286 -0.371077 0.03 0.03 -0.01 0.27
F 0.472477 0.967638 1.298678 0.36 -0.16 0.60 -0.68
Sb -0.261329 2.020984 3.257124 0.41 -0.48 -0.64 3.20
F -0.170191 0.244275 3.773300 -0.01 -0.27 0.26 -0.65
F 1.567775 2.163425 3.475886 0.23 0.11 0.17 -0.64
F -0.890703 2.855322 4.758575 -0.11 0.14 0.19 -0.62
F -0.191896 3.391618 2.003107 -0.07 0.39 -0.13 -0.66
F -1.898585 1.570093 2.454580 -0.39 -0.03 -0.08 -0.69
```
Positions in Å, forces in eV/Å.


Entry from the Open Molecules 2025 dataset: C12H9Cl3Si in the gas phase in a non-equilibrium geometry (ωB97M-V/def2-TZVPD).

Its SMILES is Cl[Si](Cl)(Cl)c1ccccc1-c1ccccc1. Its max |F| is 4.24 eV/Å. As for the HOMO-LUMO gap: 9.272 eV. The LUMO energy comes out at 0.0108 Eh. The total energy comes out at -58039.1050 eV.

Structure (XYZ):
```
25
Properties=species:S:1:pos:R:3:forces:R:3:nbo_charge:R:1
Cl 0.341857 2.206520 -2.223269 -0.08 0.21 -0.10 -0.34
Si -0.373939 2.519394 -0.337774 -0.16 0.93 -0.60 1.47
Cl -1.677745 4.140546 -0.561346 0.03 -0.72 0.01 -0.36
Cl 0.985859 3.376260 0.916462 0.42 0.10 0.16 -0.35
C -1.095233 1.021857 0.424990 -0.99 1.57 0.62 -0.61
C -2.225025 1.356887 1.182856 -0.07 -0.60 0.11 -0.15
C -2.979764 0.437256 1.880393 1.02 -1.85 -1.16 -0.23
C -2.525076 -0.891493 1.742884 -1.11 -0.01 0.63 -0.15
C -1.348056 -1.221303 1.081229 -1.68 -0.15 1.61 -0.26
C -0.639037 -0.270359 0.451953 2.84 0.43 -1.51 0.09
C 0.660891 -0.674988 -0.205595 -0.12 2.40 0.25 0.01
C 1.730631 0.230199 -0.416353 0.90 -0.88 -0.09 -0.22
C 2.930955 -0.121708 -1.119725 -3.73 0.22 1.99 -0.19
C 2.952529 -1.357578 -1.656236 -0.04 -1.19 0.05 -0.21
C 1.882404 -2.225441 -1.473721 0.01 -1.31 -0.22 -0.19
C 0.746453 -1.926715 -0.730424 1.02 -0.47 -1.57 -0.24
H -2.545971 2.350224 1.210965 -0.42 1.50 -0.05 0.22
H -3.915007 0.658684 2.365618 0.05 0.18 0.19 0.23
H -3.145375 -1.688315 2.162057 0.38 0.15 0.08 0.21
H -0.923553 -2.180485 1.188148 0.05 -1.11 -0.07 0.22
H 1.713465 1.221222 -0.004197 -0.04 -0.02 0.33 0.21
H 3.742656 0.520243 -1.101945 1.36 1.25 -0.28 0.21
H 3.846040 -1.688511 -2.127975 0.44 -0.42 -0.57 0.21
H 1.974236 -3.222398 -1.903480 -0.11 0.18 -0.02 0.21
H -0.114196 -2.569999 -0.745513 0.04 -0.41 0.20 0.22
```
Positions in Å, forces in eV/Å.